(1)
24
Properties=species:S:1:pos:R:3:forces:R:3 method="wB97M-V/def2-TZVPD" lumo_ev=0.74 homo_energy_ha=-0.33560 smiles=CC(C)C[C@@H](O)[C@H](N)O de_lowest_ev=2.172 spin_multiplicity=1
C 1.985820 -0.368763 -1.860076 0.0 0.0 -0.2
C 1.586332 -0.883667 -0.486664 -2.4 -0.5 -0.2
C 2.411262 -0.246127 0.620239 -0.2 0.2 0.2
C -0.161610 -0.792466 -0.305440 4.7 -0.3 -0.6
C -0.506928 0.467724 0.356267 -4.4 -0.3 0.3
O -0.034902 1.628432 -0.259601 -0.3 0.2 0.0
C -2.292799 0.462819 0.264635 1.9 1.2 0.9
N -2.744007 1.275730 1.369187 -0.2 0.5 0.1
O -3.021268 -0.743909 0.245775 0.9 -0.6 -0.4
H 1.780393 0.701126 -1.965143 0.0 -0.1 0.1
H 1.445907 -0.899904 -2.650756 0.0 0.1 0.1
H 3.056486 -0.523514 -2.049286 -0.1 0.0 0.1
H 1.753730 -1.966445 -0.460584 0.1 0.1 0.0
H 2.079587 -0.571626 1.611096 0.0 0.0 0.0
H 2.364071 0.847720 0.586090 -0.1 -0.1 0.0
H 3.472523 -0.513959 0.526769 -0.2 -0.1 -0.1
H -0.570404 -0.888540 -1.312305 -0.1 0.0 0.2
H -0.414005 -1.650373 0.320272 -0.2 0.1 -0.1
H -0.242525 0.463968 1.416824 -0.1 -0.1 0.1
H -0.413681 2.378401 0.232232 0.2 -0.3 -0.2
H -2.522690 0.983041 -0.668825 0.1 -0.2 0.0
H -3.756225 1.394701 1.301745 0.3 0.1 0.0
H -2.597503 0.770900 2.240230 0.1 0.1 0.0
H -2.657567 -1.325268 0.927319 -0.2 0.0 -0.1

(2)
24
Properties=species:S:1:pos:R:3:forces:R:3 method="wB97M-V/def2-TZVPD" lumo_ev=0.75 homo_energy_ha=-0.33295 smiles="CNC(C)=O.CCOC" de_lowest_ev=1.127 spin_multiplicity=1
C -5.234008 0.150935 0.094947 -0.1 -0.1 -0.1
N -4.231842 0.881564 0.845959 -0.2 0.2 0.1
C -4.582430 1.921081 1.653106 -0.6 -0.5 -0.5
C -3.432967 2.591082 2.375702 0.1 0.4 0.4
O -5.751611 2.274934 1.773391 0.5 0.0 0.1
H -4.738314 -0.643301 -0.488213 -0.2 0.3 0.3
H -5.768802 0.817655 -0.602257 0.1 -0.3 0.3
H -5.970723 -0.316003 0.770099 0.2 0.2 -0.3
H -3.246432 0.616869 0.772285 -0.6 0.2 0.1
H -2.706233 3.010226 1.659619 -0.3 -0.2 0.3
H -3.829590 3.412482 2.995868 0.2 -0.4 -0.3
H -2.908181 1.876576 3.031973 -0.2 0.2 -0.3
C -2.034362 -1.101625 2.660313 -0.2 -0.2 0.2
C -1.076085 -0.099262 2.055749 0.2 -0.2 0.3
O -1.634825 0.378976 0.842455 1.1 -0.1 0.0
C -0.786638 1.322153 0.224897 0.1 0.4 -0.6
H -3.008499 -0.626261 2.864505 0.4 -0.2 -0.1
H -2.193064 -1.946106 1.968740 0.0 0.3 0.3
H -1.629021 -1.494356 3.607974 -0.2 0.1 -0.4
H -0.094012 -0.568152 1.852960 -0.3 0.2 0.0
H -0.907771 0.748953 2.746865 0.0 -0.2 -0.2
H -1.274018 1.653738 -0.707372 0.2 -0.2 0.4
H 0.193187 0.882920 -0.027336 -0.3 0.0 0.1
H -0.622264 2.202755 0.868416 0.0 -0.2 -0.1

(3)
25
Properties=species:S:1:pos:R:3:forces:R:3 method="wB97M-V/def2-TZVPD" lumo_ev=0.60 homo_energy_ha=-0.32512 de_lowest_ev=4.150 spin_multiplicity=1
C 0.362115 1.321595 1.562388 -1.0 2.7 -0.7
C 1.583416 1.488921 -0.583460 0.5 -1.3 0.2
C 0.002224 -0.623751 -2.096486 1.0 -0.1 4.1
C -0.958338 -2.240380 0.559998 -1.9 -2.7 -2.8
C 0.206908 1.238614 0.051543 -0.3 1.3 -0.5
C -0.387239 -0.091311 -0.334860 0.2 -1.4 -1.3
N -0.108749 -1.134965 0.670050 3.3 0.8 -1.1
O -2.443647 0.599563 1.210093 -2.3 0.6 -0.1
O -2.564326 0.950110 -1.292126 -0.4 1.6 -1.1
S -2.179273 -0.036587 -0.321665 -1.5 -0.7 0.3
H 1.025738 0.633201 1.887909 2.4 -2.1 1.0
H -0.513108 1.149171 2.138091 -0.9 -0.1 0.1
H 0.715095 2.324052 1.827134 0.1 -0.1 -0.1
H 1.705764 1.616094 -1.617135 -1.0 0.0 -1.9
H 2.117553 2.344291 -0.293472 0.2 1.5 1.4
H 2.320939 0.682801 -0.436866 -0.5 -0.2 0.6
H -0.738869 -1.184011 -2.586117 -1.6 -0.2 -0.4
H 0.351992 0.208156 -2.708997 0.1 -0.2 0.4
H 0.736867 -1.437249 -1.829425 0.0 1.3 -0.5
H -0.519265 -3.248986 0.561820 0.3 0.5 1.0
H -1.905914 -2.181118 1.075168 0.2 -0.1 1.3
H -1.440346 -2.298204 -0.458897 0.8 -0.1 0.2
H -0.570877 2.016589 -0.247501 1.2 -0.7 0.0
H 0.907605 -1.430510 0.544056 -1.8 0.5 0.4
H -3.466026 0.787128 1.286316 2.9 -0.6 -0.4

(4)
25
Properties=species:S:1:pos:R:3:forces:R:3 method="wB97M-V/def2-TZVPD" lumo_ev=0.68 homo_energy_ha=-0.31350 de_lowest_ev=3.828 spin_multiplicity=1
C -0.749489 1.169929 0.588264 2.5 -0.5 -2.5
C -1.590251 2.379631 0.244209 0.2 -0.3 0.0
C 0.401474 1.453907 1.536500 -0.3 0.1 0.1
C 0.130657 0.762027 -1.070045 -1.3 2.5 1.7
O -1.523457 0.143266 0.972403 0.2 -2.2 0.9
H -0.884633 -0.684876 1.163771 -1.7 2.0 -0.3
H -2.365691 2.104450 -0.466340 -0.1 0.0 -0.1
H -0.978337 3.175401 -0.172290 0.0 0.1 0.0
H -2.071141 2.745203 1.153066 0.0 0.0 0.0
H 1.011492 2.280085 1.180212 0.1 0.0 0.0
H -0.008771 1.720533 2.513729 0.0 0.0 0.1
H 1.015209 0.564006 1.659272 0.1 0.0 0.0
H 0.994144 0.179966 -1.374019 -0.2 -0.9 0.6
H -0.709381 0.723189 -1.761269 0.2 -0.2 -0.2
H 0.587767 1.747047 -1.153131 -0.2 0.4 -0.3
C -0.736914 -2.176916 -1.264242 0.0 0.7 -0.1
C 0.345129 -1.777819 -0.306617 0.5 -2.7 2.0
N 2.652245 -1.677489 0.073728 -0.2 0.1 0.2
O 1.571006 -2.031547 -0.805351 -0.4 0.6 0.1
O 0.173547 -1.704897 0.927162 0.8 0.3 -1.9
H 2.363408 -1.961774 1.013112 -0.1 0.0 -0.2
H 3.403123 -2.292532 -0.229316 -0.2 0.0 -0.1
H -0.413326 -2.038825 -2.291681 -0.1 0.0 0.0
H -1.621663 -1.581188 -1.051045 0.0 0.1 0.0
H -0.996145 -3.220774 -1.080082 0.2 0.0 0.0

(5)
24
Properties=species:S:1:pos:R:3:forces:R:3 method="wB97M-V/def2-TZVPD" lumo_ev=0.20 homo_energy_ha=-0.30253 de_lowest_ev=3.530 spin_multiplicity=1
C 2.228187 0.527751 0.137359 -0.1 1.0 -0.4
C 2.197882 1.982254 0.211542 -2.2 0.5 -2.8
C 2.430310 -1.837770 0.343879 -3.0 1.1 1.6
C -2.485551 1.287053 0.510881 1.4 1.1 -0.3
C -1.946904 -1.791866 0.528053 1.6 1.9 -1.6
C -0.749989 0.205839 -1.704975 -2.1 -1.0 1.0
N 2.653087 -0.536089 -0.048884 0.1 2.8 -0.1
O 0.199304 0.195738 1.082034 3.0 0.4 1.0
Si -1.092499 0.003690 0.253622 -2.4 -0.2 -2.6
H 1.406023 2.040378 0.915481 -0.5 0.9 1.3
H 3.057991 2.609074 0.304679 1.0 -0.5 0.8
H 1.700478 2.460706 -0.731244 0.6 -1.4 1.3
H 2.292033 -1.785299 1.413765 0.2 -0.5 0.4
H 3.259374 -2.282300 0.034614 3.0 -3.3 -1.1
H 1.469510 -2.093146 -0.063286 -0.2 -0.8 -0.4
H -2.079392 2.055151 1.253716 -1.0 -0.8 -0.9
H -2.792474 1.761780 -0.466518 0.4 -0.2 1.1
H -3.327378 0.736351 0.862020 -0.8 0.0 0.7
H -1.654007 -2.262188 -0.442743 -0.2 -0.2 0.9
H -1.263511 -2.091698 1.356717 -1.4 -0.5 -0.3
H -3.054833 -1.707751 0.542271 0.9 -0.4 0.8
H -1.670613 0.738603 -2.056307 1.0 -0.1 0.0
H 0.136573 0.599486 -2.162034 0.5 0.4 0.0
H -0.913607 -0.815747 -2.074640 0.3 0.1 -0.3

(6)
22
Properties=species:S:1:pos:R:3:forces:R:3 method="wB97M-V/def2-TZVPD" lumo_ev=4.30 homo_energy_ha=-0.09591 total_charge=-1 de_lowest_ev=0.162 spin_multiplicity=1
C -1.688779 -0.368900 -1.466108 0.0 -0.2 0.1
C -1.351401 -1.568132 -0.573274 -0.1 0.3 -0.2
C -1.191042 -1.170496 0.901357 0.0 -0.3 -0.2
C -0.051362 -1.903507 1.602447 0.2 0.3 -0.3
H -2.614296 0.128516 -1.156049 0.0 -0.1 0.1
H -1.823109 -0.709761 -2.497916 0.1 0.2 -0.1
H -0.862923 0.340244 -1.367380 0.0 0.0 -0.1
H -0.403723 -1.977529 -0.932406 0.0 0.0 0.0
H -2.128399 -2.330097 -0.719795 0.1 -0.2 0.2
H -2.132203 -1.360172 1.431048 0.0 0.2 0.0
H -0.922684 -0.114477 0.909162 -0.1 0.1 0.2
H -0.087061 -2.986746 1.445922 -0.2 0.0 0.3
H -0.024554 -1.624201 2.658652 0.0 -0.4 0.1
H 0.883652 -1.539228 1.169563 0.0 0.1 -0.1
C 1.953208 1.395498 -0.288172 -0.4 0.2 -0.1
O 0.865606 0.624184 -0.080030 0.3 0.0 0.0
C 1.651288 2.901578 -0.059819 0.6 -0.1 0.1
H 2.363060 1.343902 -1.335082 0.0 -0.1 0.0
H 2.822815 1.131694 0.367860 0.1 0.1 0.0
H 2.432105 3.556601 -0.479054 0.0 -0.1 -0.1
H 1.612678 3.116227 1.012436 -0.3 0.0 0.0
H 0.697129 3.114811 -0.543355 0.0 0.1 0.1

(7)
24
Properties=species:S:1:pos:R:3:forces:R:3 method="wB97M-V/def2-TZVPD" lumo_ev=3.55 homo_energy_ha=-0.16339 total_charge=-1 de_lowest_ev=2.217 spin_multiplicity=1
C -1.847004 1.835133 0.344498 0.3 1.7 -0.8
O -2.493011 0.898193 1.004802 -1.9 -2.7 1.3
C -0.316229 1.749092 0.538312 1.2 2.8 -1.1
C 0.538576 1.652559 -0.808796 -0.3 -1.7 4.0
C 1.205394 0.338158 -0.928400 -1.9 0.4 -0.5
C 1.274361 -0.283654 -2.099701 0.4 0.5 2.1
C 2.050796 -1.525499 -2.022380 1.2 -1.6 0.2
H -2.264053 2.782476 0.807320 0.7 0.0 -1.1
H -2.075178 1.810789 -0.785287 0.2 0.3 0.9
H 0.134704 2.727116 0.952919 -1.1 -1.4 0.2
H -0.187392 0.937498 1.232058 0.6 -0.2 0.1
H -0.082356 1.895720 -1.593688 -1.1 0.6 -2.0
H 1.353013 2.306647 -0.673208 0.8 1.4 -0.3
H 1.376564 -0.174838 0.035902 0.9 0.4 -0.7
H 0.612104 0.041387 -2.904895 0.8 -0.1 -0.2
H 1.330469 -2.285703 -1.774881 -0.2 -1.1 -0.7
H 2.750719 -1.652109 -1.091218 -0.9 1.0 -1.9
H 2.592472 -1.690770 -2.975855 -0.1 -0.5 0.7
H -0.605980 -0.635146 2.151993 2.5 1.5 1.4
H -2.014578 -0.112288 1.302365 0.4 0.6 -0.1
O -1.321448 -1.072413 1.802687 -2.6 -1.8 -1.3
H 0.025368 -3.546299 2.388081 2.0 0.1 -0.8
H -1.191094 -2.509234 2.413988 0.9 -1.4 0.0
O -0.846224 -3.486806 2.683374 -2.9 1.3 0.7

(8)
22
Properties=species:S:1:pos:R:3:forces:R:3 method="wB97M-V/def2-TZVPD" lumo_ev=0.83 homo_energy_ha=-0.23543 de_lowest_ev=3.157 spin_multiplicity=1
C -1.185433 -0.405183 1.625357 2.3 0.8 -1.0
C -1.907755 0.830753 2.151851 0.9 -3.5 1.5
C 0.628762 -0.670589 -2.836181 -0.6 -1.1 3.0
C 1.166590 -1.591843 0.453357 0.6 1.2 -3.9
C 0.908107 1.471159 0.861371 -3.1 0.6 -0.6
C -0.359591 0.139733 -1.984918 1.7 -0.9 2.0
P 0.025720 -0.128239 0.457067 -0.6 -0.4 -0.6
H -1.390074 -1.404803 1.973844 -0.1 0.0 -0.2
H -2.603144 0.333570 2.827489 -0.9 1.1 -0.2
H -1.293159 1.488670 2.709465 0.8 0.7 0.8
H -2.213499 1.301337 1.304126 -2.1 1.8 -1.8
H 1.589618 -0.464832 -2.436995 1.3 0.1 0.1
H 0.511351 -1.788706 -2.802807 -0.2 1.1 0.0
H 0.596478 -0.327557 -3.801707 -0.1 0.6 -2.6
H 2.118244 -1.411080 -0.242813 -2.0 -0.2 1.7
H 1.435370 -1.766646 1.463600 0.2 -0.8 0.7
H 0.562045 -2.340586 -0.144897 0.8 0.3 1.3
H 1.238074 1.557108 1.871384 0.7 -0.5 0.6
H 1.574336 1.737117 0.097529 1.5 0.1 -0.8
H 0.159183 2.324997 0.800429 0.4 -1.2 -0.1
H -1.338839 -0.080613 -2.283252 -1.7 -0.4 0.3
H -0.222383 1.196233 -2.063297 0.4 0.7 -0.1

(9)
24
Properties=species:S:1:pos:R:3:forces:R:3 method="wB97M-V/def2-TZVPD" lumo_ev=0.55 homo_energy_ha=-0.27175 de_lowest_ev=1.588 spin_multiplicity=1
C 2.414575 -2.250803 -0.790282 2.7 0.1 -1.4
C 2.564465 -0.730400 -0.501442 -0.5 -0.7 -0.6
C 1.291660 -0.024697 -0.944877 1.9 0.1 -0.2
C 0.317445 0.434732 -0.206761 -1.9 1.2 0.9
C 0.195962 0.610608 1.307082 -1.6 1.5 -1.8
C -0.385459 2.013186 1.598002 -1.5 -1.1 -1.6
P -1.103068 1.222259 -1.215765 0.7 -1.0 0.8
P -2.875277 0.257437 -0.233474 -1.0 0.6 -2.0
P -3.187122 -1.742025 0.429625 -0.7 1.1 -0.3
H 1.795429 -2.666854 -0.082538 -1.3 -1.2 1.8
H 1.923084 -2.396002 -1.723809 -0.6 0.1 -0.9
H 3.365471 -2.909379 -0.942398 -1.3 1.5 0.8
H 3.350622 -0.348613 -1.116959 0.7 0.3 -0.3
H 2.847982 -0.555569 0.529376 -0.2 0.1 0.3
H 1.282132 0.298905 -1.991164 -0.1 -0.9 0.0
H -0.630249 0.017617 1.668759 0.5 -1.2 0.5
H 1.119318 0.606393 1.830102 0.8 -0.9 0.4
H -1.462156 2.074031 1.608138 -0.7 -0.8 0.4
H -0.110157 2.298448 2.531291 1.1 1.2 2.7
H -0.281477 2.765550 0.877583 1.5 1.2 -1.1
H -0.899250 0.241506 -2.213866 -0.5 0.1 -0.1
H -3.825012 0.709261 -1.349712 1.1 -0.6 1.5
H -3.105079 1.367862 0.604132 -0.2 -0.2 0.1
H -4.603838 -1.293443 0.328956 1.0 -0.5 0.2

(10)
23
Properties=species:S:1:pos:R:3:forces:R:3 method="wB97M-V/def2-TZVPD" lumo_ev=0.70 homo_energy_ha=-0.28980 smiles="CC[C@@H](C)P(C)(C)=S" de_lowest_ev=0.000 spin_multiplicity=1
C 2.442040 1.235715 -0.868783 -0.7 0.9 0.3
C 0.942383 1.062668 -0.659728 -1.4 3.3 -0.4
C 0.334481 0.186590 0.387295 -0.4 -2.1 0.4
C 0.250700 0.754504 1.861791 0.7 -1.9 -1.5
P -1.469444 -0.138911 -0.120519 -1.9 1.3 0.2
C -2.101888 -1.554183 0.904064 0.8 0.4 -0.6
C -1.830724 -0.493100 -1.917246 -1.3 -2.1 0.2
S -2.566265 1.533024 0.127595 0.7 -0.7 0.4
H 2.823328 2.243416 -0.663349 -0.4 -0.1 0.1
H 2.965990 0.583807 -0.223002 1.0 -1.0 0.2
H 2.582578 1.084718 -1.921056 0.8 -0.5 -0.4
H 0.517898 0.840493 -1.636084 0.0 -0.4 0.0
H 0.465677 2.086273 -0.486468 0.6 -1.0 -0.1
H 0.875141 -0.802449 0.357676 -0.6 0.6 0.3
H -0.457807 0.147049 2.442150 0.0 0.7 -0.1
H 1.227894 0.601102 2.319390 0.1 0.4 0.1
H -0.005998 1.778569 1.731535 -0.4 0.8 0.6
H -3.179200 -1.565662 0.852859 -0.4 0.7 0.7
H -1.900676 -2.489225 0.434254 0.8 -0.8 -0.5
H -1.619935 -1.567941 1.892391 -0.7 0.2 -0.2
H -1.656617 -1.576410 -2.217931 -0.3 1.1 0.5
H -2.923059 -0.172132 -2.231572 2.5 -0.5 1.0
H -1.082576 0.047894 -2.429899 0.4 0.9 -0.9

(11)
24
Properties=species:S:1:pos:R:3:forces:R:3 method="wB97M-V/def2-TZVPD" lumo_ev=0.59 homo_energy_ha=-0.30592 smiles="CC[C@@H](C)[P@@](=S)(S)CC" de_lowest_ev=0.810 spin_multiplicity=1
C -1.057175 -3.177233 0.693448 0.1 2.7 -2.9
C -0.101103 -2.150340 0.033785 2.0 -0.4 -0.2
C -0.173101 -0.654212 0.528281 0.7 -1.9 -0.4
C 0.795467 -0.446940 1.703137 0.3 0.0 -1.3
P 0.093575 0.561833 -0.844892 2.0 0.5 -2.1
S 1.520147 0.342980 -2.386331 -1.7 0.0 2.5
S -1.815770 0.478740 -1.650647 -1.8 0.4 -0.2
C 0.092305 2.330362 -0.066214 -2.2 -0.1 -1.8
C 0.845149 3.374412 -0.934621 1.8 -1.9 0.8
H -0.744825 -3.072879 1.654763 -0.1 -0.6 3.2
H -2.028038 -2.818390 0.462683 -1.3 0.3 0.5
H -1.016040 -4.135303 0.262152 0.7 -1.3 -0.3
H -0.014485 -2.268559 -1.048191 -0.3 0.3 0.0
H 0.884702 -2.430720 0.431943 0.1 -0.2 -0.6
H -1.197983 -0.563367 0.744211 -1.4 0.8 0.8
H 1.738930 -0.223947 1.158216 0.0 -0.3 1.0
H 0.491110 0.416104 2.237541 0.0 0.9 0.7
H 0.887789 -1.275497 2.431342 -0.1 0.2 -0.7
H -1.883818 -0.173425 -2.836845 1.0 0.1 0.4
H -1.025475 2.657076 -0.090104 1.7 -0.8 0.4
H 0.436690 2.259273 0.965782 0.1 0.2 -0.2
H 1.932302 3.261771 -0.762314 -0.4 0.1 0.0
H 0.760407 3.362995 -1.999188 -0.6 -0.8 -0.7
H 0.579241 4.345267 -0.687938 -0.6 1.9 1.0

(12)
22
Properties=species:S:1:pos:R:3:forces:R:3 method="wB97M-V/def2-TZVPD" lumo_ev="4.15 / 4.15" homo_energy_ha="0.05272 / -0.25812" s_squared=0.750 total_charge=-1 de_lowest_ev=2.220 spin_multiplicity=2
C 0.331196 1.230175 0.293378 -2.0 -2.1 -0.2
C 1.714991 0.915472 -0.269654 2.4 -2.8 5.9
C 0.305427 2.514811 1.116599 0.4 -2.4 1.9
C -0.866580 1.132712 -0.752839 3.6 -1.0 -1.9
H -0.040783 0.359576 0.988811 1.3 1.5 -1.1
H 1.987563 1.361083 -1.114828 0.6 1.8 -3.8
H -0.686603 2.983238 1.106833 0.4 0.1 0.3
H 0.662823 2.137648 2.189576 -0.9 1.4 -1.8
H 1.095420 3.071720 0.691786 0.6 1.5 -0.1
H -0.741094 0.140357 -1.335635 -0.2 1.7 0.8
H -1.684635 1.003288 -0.141507 -2.4 0.1 1.0
H -0.936028 1.956309 -1.502123 0.0 -0.4 0.8
H 2.019661 -0.215344 -0.289356 -1.1 1.8 -0.3
H 2.654735 1.295508 0.483167 -2.6 -0.7 -1.5
C -0.651933 -2.429277 -0.930706 -1.2 -0.4 -0.1
C -0.755002 -2.487063 0.649478 0.0 -1.5 -0.9
H -1.484791 -1.913550 -1.400185 0.3 2.0 0.4
H 0.346472 -2.188223 -1.304023 -0.3 0.7 0.3
H -0.959538 -3.217810 -1.634127 0.6 -1.8 1.3
H -0.160111 -3.391371 0.948659 -0.2 1.0 0.2
H -0.370760 -1.562445 1.134055 -0.1 -0.7 -0.3
H -1.780430 -2.696813 1.072640 0.8 0.4 -0.8